No. 1
# H18O9

A 9-piece molecular cluster, H18O9 overall in a non-equilibrium geometry (ωB97M-V/def2-TZVPD, the Open Molecules 2025 dataset).

HOMO-LUMO gap	9.86	eV
SMILES	O.O.O.O.O.O.O.O.O
charge	0
F_max	2.2	eV/A
HOMO energy	-10.21	eV

```
27
Properties=species:S:1:pos:R:3:forces:R:3:nbo_charge:R:1
O 0.7306 1.7867 -2.2825 -1.0 1.0 0.5 -0.9753
O 0.4456 1.6947 0.3975 -0.3 1.7 0.7 -0.9762
O -2.6364 0.1617 0.1785 -0.2 -0.1 1.7 -0.9821
O -2.3544 2.1527 -1.5805 0.0 -0.1 0.2 -0.9654
O -1.2024 0.1877 2.6005 -0.5 0.1 0.2 -0.9495
O 0.9296 -2.5373 1.9125 0.3 0.6 2.0 -0.9670
O 0.1926 -0.8713 -0.2065 1.3 1.0 -0.9 -0.9745
O 1.3496 -0.8133 -3.4235 0.3 -0.3 1.2 -0.9606
O 3.6536 -1.3513 0.8985 0.5 -1.0 1.1 -0.9509
H 0.7646 -2.7333 2.8825 0.2 0.1 -1.8 0.4871
H 1.5116 -1.7433 1.9645 -0.1 -0.8 -0.1 0.4848
H 0.2826 -1.6213 0.3465 -0.1 -1.4 1.0 0.4977
H -2.2884 0.2287 1.1065 0.4 -0.2 -0.8 0.5127
H -0.2764 0.0447 2.4595 0.9 0.2 -0.7 0.4869
H 3.0806 -0.8953 0.3035 -0.6 0.3 -0.9 0.4786
H 0.4906 0.7687 0.1685 -0.4 -0.9 0.1 0.4898
H 1.1016 -0.2613 -2.6305 0.5 -0.7 -1.3 0.5000
H -2.5834 1.3927 -1.0215 0.7 0.0 0.0 0.4793
H 0.3416 2.6387 -2.5625 0.4 -0.7 -0.5 0.4723
H -0.4734 1.9797 0.5575 0.5 -0.6 -0.1 0.4815
H -0.7224 -0.7533 -0.3825 -1.5 0.0 -0.4 0.4992
H -3.5594 0.3597 0.3775 -0.3 -0.2 -0.5 0.4800
H 0.3196 1.7807 -1.3875 0.7 -0.2 -0.4 0.4785
H -1.2954 -0.1533 3.4855 -0.6 -0.1 0.6 0.4801
H 3.4716 -2.3073 0.8495 0.0 0.7 -0.3 0.4780
H -3.2164 2.4017 -1.8945 -0.4 0.6 -0.5 0.4587
H 1.9436 -1.5363 -3.1165 -0.8 1.0 -0.1 0.4563
```
Forces are in eV/Å.

No. 2
# C5H11N2

A 2-piece molecular cluster, C5H11N2 overall in a non-equilibrium geometry (ωB97M-V/def2-TZVPD, the Open Molecules 2025 dataset).

HOMO-LUMO gap	5.33	eV
charge	+1
F_max	4.3	eV/A
HOMO energy	-10.99	eV

```
18
Properties=species:S:1:pos:R:3:forces:R:3:nbo_charge:R:1
N -2.3762 0.0963 -0.1113 0.0 1.4 -3.2 -0.3856
N 2.2031 -0.7835 0.0081 -1.6 0.0 -1.9 -0.4404
C 2.1174 0.1571 -0.7144 1.4 1.3 -2.8 0.4658
C 2.7470 -1.2617 1.1735 0.3 0.4 3.4 -0.4296
C -1.9878 0.2055 1.2499 3.2 -2.2 1.5 -0.4577
C -2.1467 -0.8849 -0.9497 -1.1 2.6 1.4 0.1594
C 2.0664 1.1085 -1.6791 -2.8 -0.1 3.3 -0.7207
H 3.8168 -1.5592 1.0817 -0.8 0.1 -0.1 0.2396
H 2.1089 -2.1335 1.5205 1.1 1.0 -0.1 0.2074
H 2.6851 -0.3753 1.9304 0.3 -1.8 -0.8 0.2063
H -2.7049 0.6048 1.9184 -1.0 0.5 0.2 0.2603
H -1.7222 -1.7371 -0.5132 0.6 -1.3 0.4 0.2192
H -2.6608 1.0686 -0.4289 -0.1 -1.8 -0.4 0.4519
H 1.2252 1.8057 -1.4174 1.0 -0.3 -0.4 0.2132
H -1.6896 -0.8061 1.5787 -0.5 0.3 0.2 0.2322
H -2.4171 -0.8786 -2.0100 0.1 0.5 0.4 0.2548
H -1.0012 0.7289 1.3829 -1.1 0.1 -0.6 0.2632
H 2.4405 1.2227 -2.6578 0.9 -0.5 -0.6 0.2607
```
Forces are in eV/Å.

No. 3
# C16H20N4O6

A 2-piece molecular cluster, C16H20N4O6 overall in a non-equilibrium geometry (ωB97M-V/def2-TZVPD, the Open Molecules 2025 dataset).

HOMO-LUMO gap	7.51	eV
SMILES	NC(=O)c1cccc(NC(=O)/C=C\C(=O)O)c1.CNC(=O)CNC(C)=O
charge	0
F_max	4.1	eV/A
HOMO energy	-8.52	eV

```
46
Properties=species:S:1:pos:R:3:forces:R:3:nbo_charge:R:1
O -3.0298 3.7311 -0.6559 -0.6 0.0 0.6 -0.6153
O -1.7668 4.0840 -4.9768 -0.1 0.0 -0.2 -0.5863
O 0.5068 -5.0436 0.8601 0.0 0.1 -0.2 -0.6265
O 1.3378 -1.5515 -0.8303 0.8 -0.5 -1.0 -0.6587
O -4.8593 4.9407 -0.1519 0.5 -0.1 -0.6 -0.6514
O 0.5974 -1.3514 3.0467 0.1 -0.2 -0.2 -0.6544
N 2.2061 -1.4658 4.5608 0.8 0.0 0.9 -0.6034
N 1.8062 -3.3200 1.4041 1.1 1.6 0.2 -0.6235
N -0.0670 -0.3659 0.3619 -0.8 0.7 -1.1 -0.8212
N -1.7794 3.0302 -2.9659 -1.0 1.4 0.2 -0.6244
C -3.8370 4.5905 -0.9562 1.1 -0.4 -0.1 0.7581
C -0.6575 1.1872 -2.0400 0.3 -0.6 0.0 -0.2222
C -0.7631 1.3042 -4.4452 0.0 -0.1 -0.2 -0.2408
C 0.4665 -0.6976 -0.8548 0.3 -0.7 1.9 0.6640
C 1.7272 -1.7278 3.3410 -0.8 0.1 -0.7 0.6691
C -2.1517 4.0455 -3.8178 1.4 -1.6 -0.8 0.5936
C 1.2673 -5.0280 3.1003 0.1 0.2 -0.3 -0.7185
C 3.5233 -1.8155 5.0925 -0.2 -0.1 -0.3 -0.4186
C -0.0618 0.0963 -4.5284 -0.1 0.2 1.0 -0.1988
C 1.1680 -4.4526 1.6994 -0.9 -1.4 0.2 0.6766
C -3.0109 5.1519 -3.3793 -1.9 0.6 3.6 -0.1522
C -1.0601 1.8593 -3.1932 0.4 -0.6 -0.4 0.2280
C 2.5929 -2.4859 2.3192 -0.6 -0.8 0.0 -0.3224
C 0.0451 -0.0262 -2.0970 -0.7 1.0 -1.0 -0.1411
C -3.7065 5.3800 -2.1872 0.5 0.4 -2.7 -0.3007
C 0.3416 -0.5631 -3.3623 0.1 0.0 0.0 -0.1697
H -2.0653 3.1759 -2.0024 0.0 -0.1 -0.1 0.4296
H 3.3177 -3.1134 2.8345 0.2 0.1 0.1 0.2049
H 0.8893 -1.5000 -3.4349 -0.1 0.2 0.2 0.2362
H 0.7965 -4.3464 3.8048 0.1 0.1 0.2 0.2241
H 3.6468 -1.3778 6.0850 -0.1 0.0 -0.2 0.2197
H -4.7949 4.3572 0.6200 -0.1 0.0 0.0 0.5040
H 0.1730 -0.3316 -5.4987 -0.1 0.1 0.2 0.2211
H -3.1235 5.9074 -4.1497 0.1 -0.1 0.1 0.2424
H -0.9368 0.1516 0.3780 0.3 -0.2 0.3 0.3819
H 4.3089 -1.4285 4.4402 0.0 -0.1 0.1 0.2024
H 1.5684 -0.9717 5.1676 0.0 0.0 -0.2 0.4092
H -4.3039 6.2849 -2.1636 0.0 0.0 -0.1 0.2280
H 0.1757 -0.9592 1.1575 -0.1 0.3 -0.1 0.4418
H -0.8858 1.6343 -1.0776 0.0 0.0 -0.1 0.2075
H 1.6573 -2.9642 0.4635 -0.1 0.2 0.1 0.4534
H 0.7417 -5.9815 3.1218 0.1 0.1 -0.1 0.2473
H 3.1451 -1.7489 1.7357 -0.1 0.0 -0.1 0.2488
H -1.0772 1.7930 -5.3609 0.0 0.1 0.3 0.2473
H 2.3108 -5.1873 3.3599 0.1 0.0 0.3 0.2114
H 3.6209 -2.9000 5.1754 0.1 0.0 0.1 0.1997
```
Forces are in eV/Å.